(1)
ORCA calculation (the ωB97M-V functional and the def2-TZVPD basis) on a structure of composition C4H7N2.

Geometry (Å):
C: -0.848 -0.275 -0.091
C: 2.921 -0.186 0.075
C: 0.058 0.910 -0.182
C: -2.237 -0.498 0.104
N: 0.136 -1.140 -0.089
N: 1.025 -0.181 -0.124
H: 3.509 -1.124 0.108
H: 3.232 0.767 0.524
H: -0.098 1.378 -1.101
H: 0.133 1.628 0.537
H: -2.454 -1.513 0.240
H: -2.712 0.075 -0.820
H: -2.666 0.161 0.819

Summary:
**LUMO level (alpha / beta)**: -6.4 / -5.4 eV
**Highest occupied orbital energy (alpha / beta)**: -15.1 / -14.6 eV
**Molecular weight**: 83.11 g/mol
**DFT total energy**: -7227.3940 eV
**Gap between HOMO and LUMO (alpha / beta)**: 8.68 / 9.18 eV
**Charge**: +1

---

(2)
ORCA calculation (the ωB97M-V functional and the def2-TZVPD basis) on the ion C5H12NO2 with charge +1.

Geometry (Å):
N: 1.758 -0.009 0.164
C: 0.249 0.350 -0.194
C: 0.371 1.159 -1.477
O: 1.470 2.043 -1.210
C: -0.591 -0.909 -0.415
C: -1.095 -1.499 0.901
C: -1.838 -0.413 1.626
O: -2.325 0.578 1.099
H: 1.881 -1.020 0.051
H: 2.500 0.297 -0.420
H: 1.873 0.163 1.173
H: -0.006 1.030 0.706
H: -0.436 1.745 -1.824
H: 0.681 0.412 -2.271
H: 1.076 3.032 -0.948
H: 0.174 -1.599 -0.918
H: -1.568 -0.599 -1.000
H: -1.981 -2.268 0.698
H: -0.300 -1.943 1.474
H: -1.892 -0.550 2.785

Summary:
**LUMO level**: -3.6 eV
**Highest occupied orbital energy**: -13.7 eV
**SMILES**: [NH3+][C@@H](CO)CCC=O
**Molecular weight**: 118.16 g/mol
**DFT total energy**: -10956.1210 eV
**Gap between HOMO and LUMO**: 10.10 eV
**Charge**: +1

---

(3)
ORCA calculation (the ωB97M-V functional and the def2-TZVPD basis) on a cluster of 2 separate species, C8H13IO in total.

Geometry (Å):
C: -0.014 -0.174 2.171
C: -2.510 1.959 0.793
C: 0.524 -0.405 1.115
C: -2.570 1.280 -0.334
C: 2.156 -1.835 0.122
C: 0.045 -1.140 -1.116
C: 1.376 1.549 -0.492
C: 1.205 -0.759 -0.133
O: 1.971 0.312 -0.748
I: -4.115 -0.690 -0.543
H: -0.330 0.088 3.132
H: -3.378 -0.531 -1.937
H: -2.915 1.954 1.849
H: -1.848 2.832 0.767
H: 2.586 -2.270 -0.717
H: 2.972 -1.456 0.603
H: 1.831 -2.713 0.811
H: -0.486 -1.846 -0.641
H: -0.578 -0.274 -1.322
H: 0.464 -1.493 -2.148
H: 2.002 2.385 -1.087
H: 1.356 1.762 0.592
H: 0.255 1.465 -0.735

Summary:
**LUMO level**: -0.1 eV
**Highest occupied orbital energy**: -8.9 eV
**Molecular weight**: 252.10 g/mol
**DFT total energy**: -18646.9296 eV
**Gap between HOMO and LUMO**: 8.77 eV
**Charge**: 0

---

(4)
ORCA calculation (the ωB97M-V functional and the def2-TZVPD basis) on a structure of composition C23H48HoNO2P3.

Geometry (Å):
Ho: -0.354 -0.273 -1.538
P: -0.455 1.265 3.105
P: -2.858 -0.455 -0.264
P: 2.367 1.432 -0.547
H: -2.903 1.389 -3.408
C: -1.852 1.177 -3.664
C: -1.200 -0.060 -3.642
H: -1.751 -1.022 -3.672
C: -0.975 2.591 4.189
C: -1.443 -0.209 3.371
C: 1.291 0.825 3.223
C: -3.816 -0.515 -1.833
C: -3.530 -1.937 0.573
C: -3.835 0.833 0.571
C: 3.350 2.213 -1.909
C: 3.828 0.833 0.410
C: 1.914 3.010 0.317
H: -1.501 1.977 -4.339
H: -0.208 -0.157 -4.138
H: -0.991 2.264 5.233
H: -1.981 2.916 3.900
H: -0.314 3.457 4.085
H: -1.407 -0.546 4.416
H: -1.050 -1.020 2.743
H: -2.494 -0.037 3.103
H: 1.746 1.336 4.083
H: 1.884 1.102 2.328
H: 1.375 -0.264 3.378
H: -4.875 -0.337 -1.609
H: -3.682 -1.443 -2.407
H: -3.484 0.295 -2.481
H: -4.623 -1.844 0.724
H: -3.037 -2.060 1.553
H: -3.316 -2.814 -0.059
H: -4.888 0.779 0.267
H: -3.440 1.816 0.300
H: -3.787 0.724 1.657
H: 4.369 2.447 -1.557
H: 2.858 3.121 -2.277
H: 3.410 1.499 -2.741
H: 4.729 1.132 -0.140
H: 3.792 -0.262 0.443
H: 3.856 1.243 1.424
H: 2.600 3.805 -0.006
H: 1.947 2.912 1.407
H: 0.896 3.303 0.035
C: -0.496 2.866 -2.049
C: -1.260 4.052 -1.942
C: -1.005 5.067 -2.854
C: -0.121 4.901 -3.934
C: 0.586 3.693 -4.106
C: 0.471 2.722 -3.101
O: -0.681 1.867 -1.153
H: -0.774 1.754 1.803
H: -2.015 4.101 -1.152
H: -1.556 5.993 -2.744
H: 0.046 5.726 -4.635
H: 1.223 3.487 -4.998
H: 1.097 1.814 -3.205
O: 0.626 -1.985 -0.613
C: 1.185 -2.950 0.046
C: 1.373 -2.938 1.544
C: 0.737 -4.088 2.334
C: 1.496 -5.430 2.264
C: 1.468 -5.990 0.861
C: 2.367 -5.188 -0.085
N: 1.726 -3.950 -0.644
H: 2.456 -2.912 1.741
H: 0.963 -1.987 1.885
H: 0.654 -3.785 3.392
H: -0.293 -4.258 1.973
H: 2.530 -5.313 2.610
H: 1.014 -6.123 2.960
H: 1.830 -7.024 0.860
H: 0.439 -6.033 0.486
H: 3.295 -4.927 0.449
H: 2.641 -5.811 -0.945
H: 1.816 -3.792 -1.652

Summary:
**LUMO level (alpha / beta)**: -8.9 / -8.8 eV
**Highest occupied orbital energy (alpha / beta)**: -15.4 / -15.4 eV
**2S+1**: 5
**Molecular weight**: 628.49 g/mol
**DFT total energy**: -83855.3022 eV
**<S²>**: 6.0046
**Gap between HOMO and LUMO (alpha / beta)**: 6.47 / 6.56 eV
**Charge**: +3

---

(5)
ORCA calculation (the ωB97M-V functional and the def2-TZVPD basis) on a structure of composition C17H13ClIrN3O5S.

Geometry (Å):
Ir: -0.469 -2.271 0.177
O: 1.470 -2.853 -0.087
S: 2.202 -1.494 -0.014
O: 3.021 -1.332 1.128
N: 0.757 -0.713 0.031
C: 0.182 0.530 0.215
C: 0.568 1.794 0.534
C: -0.383 2.861 0.531
C: -1.784 2.886 0.488
C: -2.687 1.831 0.692
C: -4.065 1.877 0.511
C: -4.835 0.711 0.580
C: -4.245 -0.521 0.746
N: -2.912 -0.625 0.950
C: -2.045 0.532 1.062
C: 3.032 -1.185 -1.498
C: 2.423 -0.490 -2.538
C: 3.146 -0.279 -3.698
C: 4.442 -0.772 -3.809
C: 5.033 -1.471 -2.762
C: 4.335 -1.676 -1.585
H: 1.610 2.017 0.719
H: 0.066 3.847 0.572
H: -2.222 3.865 0.335
H: -4.543 2.815 0.260
H: -5.905 0.760 0.442
H: -4.778 -1.464 0.730
H: 1.407 -0.125 -2.455
H: 2.700 0.265 -4.519
H: 4.999 -0.608 -4.721
H: 6.040 -1.850 -2.860
H: 4.790 -2.198 -0.753
Cl: -1.723 -1.574 3.945
C: -0.615 -0.380 3.230
C: -1.432 0.691 2.536
O: -1.750 1.683 3.115
O: -1.132 0.316 -0.015
H: 0.088 -0.894 2.582
H: -0.075 0.111 4.037
O: -2.508 -2.797 0.190
N: -2.202 -1.817 0.979

Summary:
**LUMO level (alpha / beta)**: -7.9 / -9.9 eV
**Highest occupied orbital energy (alpha / beta)**: -14.9 / -15.8 eV
**2S+1**: 5
**Molecular weight**: 599.04 g/mol
**DFT total energy**: -58718.4597 eV
**<S²>**: 6.0456
**Gap between HOMO and LUMO (alpha / beta)**: 7.02 / 5.87 eV
**Charge**: +2

---

Copy entry 4 word for word.
ORCA calculation (the ωB97M-V functional and the def2-TZVPD basis) on a structure of composition C23H48HoNO2P3.

Geometry (Å):
Ho: -0.354 -0.273 -1.538
P: -0.455 1.265 3.105
P: -2.858 -0.455 -0.264
P: 2.367 1.432 -0.547
H: -2.903 1.389 -3.408
C: -1.852 1.177 -3.664
C: -1.200 -0.060 -3.642
H: -1.751 -1.022 -3.672
C: -0.975 2.591 4.189
C: -1.443 -0.209 3.371
C: 1.291 0.825 3.223
C: -3.816 -0.515 -1.833
C: -3.530 -1.937 0.573
C: -3.835 0.833 0.571
C: 3.350 2.213 -1.909
C: 3.828 0.833 0.410
C: 1.914 3.010 0.317
H: -1.501 1.977 -4.339
H: -0.208 -0.157 -4.138
H: -0.991 2.264 5.233
H: -1.981 2.916 3.900
H: -0.314 3.457 4.085
H: -1.407 -0.546 4.416
H: -1.050 -1.020 2.743
H: -2.494 -0.037 3.103
H: 1.746 1.336 4.083
H: 1.884 1.102 2.328
H: 1.375 -0.264 3.378
H: -4.875 -0.337 -1.609
H: -3.682 -1.443 -2.407
H: -3.484 0.295 -2.481
H: -4.623 -1.844 0.724
H: -3.037 -2.060 1.553
H: -3.316 -2.814 -0.059
H: -4.888 0.779 0.267
H: -3.440 1.816 0.300
H: -3.787 0.724 1.657
H: 4.369 2.447 -1.557
H: 2.858 3.121 -2.277
H: 3.410 1.499 -2.741
H: 4.729 1.132 -0.140
H: 3.792 -0.262 0.443
H: 3.856 1.243 1.424
H: 2.600 3.805 -0.006
H: 1.947 2.912 1.407
H: 0.896 3.303 0.035
C: -0.496 2.866 -2.049
C: -1.260 4.052 -1.942
C: -1.005 5.067 -2.854
C: -0.121 4.901 -3.934
C: 0.586 3.693 -4.106
C: 0.471 2.722 -3.101
O: -0.681 1.867 -1.153
H: -0.774 1.754 1.803
H: -2.015 4.101 -1.152
H: -1.556 5.993 -2.744
H: 0.046 5.726 -4.635
H: 1.223 3.487 -4.998
H: 1.097 1.814 -3.205
O: 0.626 -1.985 -0.613
C: 1.185 -2.950 0.046
C: 1.373 -2.938 1.544
C: 0.737 -4.088 2.334
C: 1.496 -5.430 2.264
C: 1.468 -5.990 0.861
C: 2.367 -5.188 -0.085
N: 1.726 -3.950 -0.644
H: 2.456 -2.912 1.741
H: 0.963 -1.987 1.885
H: 0.654 -3.785 3.392
H: -0.293 -4.258 1.973
H: 2.530 -5.313 2.610
H: 1.014 -6.123 2.960
H: 1.830 -7.024 0.860
H: 0.439 -6.033 0.486
H: 3.295 -4.927 0.449
H: 2.641 -5.811 -0.945
H: 1.816 -3.792 -1.652

Summary:
**LUMO level (alpha / beta)**: -8.9 / -8.8 eV
**Highest occupied orbital energy (alpha / beta)**: -15.4 / -15.4 eV
**2S+1**: 5
**Molecular weight**: 628.49 g/mol
**DFT total energy**: -83855.3022 eV
**<S²>**: 6.0046
**Gap between HOMO and LUMO (alpha / beta)**: 6.47 / 6.56 eV
**Charge**: +3